27
Properties=species:S:1:pos:R:3:forces:R:3 method="wB97M-V/def2-TZVPD" homo_ha="0.0238 / -0.1071" total_charge=-1 homo_lumo_gap_ev="3.07 / 6.52" s_squared=0.768 multiplicity=2 lumo_ev="3.719 / 3.607" e_above_lowest_kcal_mol=2.3
C 1.6015 -1.9936 -0.6191 0.7 0.1 0.0
C 0.2502 0.9593 1.1522 -1.4 -0.4 0.5
C 0.1512 -0.4002 0.8003 0.4 -0.1 -0.8
C 1.1529 -0.6350 -0.1849 0.2 -0.4 0.4
C 1.8206 0.5496 -0.4233 -0.1 0.1 0.1
C -0.7139 1.5436 2.0095 1.1 0.5 -0.2
C -1.6789 0.6765 2.5724 -0.8 0.0 -0.1
C -0.8964 -1.2353 1.2925 -0.5 0.1 0.3
C -1.8311 -0.6310 2.1623 0.5 -0.1 0.4
N 1.2712 1.5077 0.4449 0.5 0.2 -0.3
H 1.4233 2.4951 0.3479 -0.1 -0.1 0.1
H -0.5418 2.5560 2.3556 -0.3 0.1 0.1
H 2.7185 0.7493 -0.9856 0.0 0.0 0.0
H -2.4414 1.0483 3.2512 0.2 0.2 0.1
H -1.0227 -2.2511 0.9483 0.1 -0.1 0.0
H 2.1268 -2.4853 0.2089 0.0 0.0 0.0
H 2.3239 -1.9474 -1.4424 -0.1 0.1 0.0
H -2.6520 -1.1688 2.6377 0.2 -0.2 -0.3
H 0.8216 -2.6778 -0.9127 -0.6 -0.1 -0.2
C -0.1069 0.3377 -3.9100 -0.3 0.1 -0.7
C -1.0336 -0.2998 -2.9040 -0.7 -0.2 0.7
H 0.3027 1.2618 -3.5443 0.3 0.4 0.4
H 0.7262 -0.3094 -4.1990 -0.1 0.0 0.2
H -0.6410 0.6065 -4.8318 0.0 -0.2 0.0
H -1.5309 -1.1871 -3.2986 0.3 -0.3 0.0
H -0.5416 -0.5213 -1.9563 0.2 -0.3 -0.2
H -1.8791 0.3141 -2.5735 0.2 0.4 -0.4

211
Properties=species:S:1:pos:R:3:forces:R:3 method="wB97M-V/def2-TZVPD" homo_ha="-0.0945 / -0.2296" homo_lumo_gap_ev="2.14 / 5.82" s_squared=0.750 multiplicity=2 lumo_ev="-0.431 / -0.431"
C -0.5778 1.0190 -0.7569 0.3 -0.9 0.7
N -1.1558 0.2480 0.4489 -1.2 0.6 -0.1
C -1.8614 1.3509 1.2779 0.5 -1.0 0.3
C -2.2011 -0.8585 0.0252 2.1 1.5 0.0
C -0.0740 -0.2984 1.4342 -0.3 1.4 -1.0
C 0.6495 -1.5751 1.0964 -0.3 -0.9 0.4
O 1.2741 -1.5827 -0.1591 0.1 1.1 -0.7
H -1.3471 1.3253 -1.4657 -0.3 -0.2 0.4
H 0.1468 0.4096 -1.2969 -0.1 -0.1 0.2
H -0.1093 1.9079 -0.3345 0.1 0.0 -0.2
H -2.2599 0.8673 2.1698 0.0 0.0 0.1
H -2.6754 1.8589 0.7606 0.3 -0.4 -0.5
H -1.0684 2.0205 1.6107 -0.1 0.1 0.1
H -2.9361 -0.3136 -0.5673 -0.2 -0.5 0.2
H -2.5725 -1.3331 0.9335 -0.1 0.2 -0.2
H -1.5871 -1.5263 -0.5790 -0.5 -0.2 -0.1
H -0.6230 -0.3091 2.3758 0.5 -0.6 0.2
H 0.6359 0.5265 1.4956 0.0 0.1 0.2
H -0.0081 -2.4381 1.2003 -0.3 -0.1 -0.1
H 1.4363 -1.7433 1.8317 -0.2 0.4 0.7
H 1.6435 -2.4571 -0.3024 -0.2 -0.6 -0.1
C -6.1937 1.9044 4.2937 -0.5 -0.1 0.6
C -5.6686 0.6030 3.7271 1.1 1.2 0.2
C -5.9506 -0.5656 4.6859 -0.8 0.3 -0.5
O -5.6592 -1.8338 4.1683 -1.1 0.9 -0.4
C -4.2801 -2.0218 4.0030 0.8 -2.1 0.2
N -6.2005 0.3268 2.3248 0.1 -0.6 2.5
H -5.9253 0.9827 1.6077 0.4 0.6 -0.4
H -5.7888 -0.5855 2.1896 0.1 -1.1 -1.4
H -7.2028 0.2301 2.4032 -0.4 -0.1 -0.5
H -7.2436 1.8480 4.5812 -0.4 -0.1 -0.5
H -6.0469 2.7625 3.6378 0.1 -0.1 0.1
H -5.7528 2.0745 5.2760 0.6 0.2 -0.2
H -4.5950 0.7336 3.5914 0.1 -0.2 0.0
H -7.0175 -0.4691 4.8872 -0.4 -0.7 -0.1
H -5.5160 -0.4149 5.6741 0.7 0.3 -0.2
H -3.8270 -2.0669 4.9934 0.5 0.8 -0.1
H -3.7689 -1.4248 3.2478 -0.1 0.5 0.5
H -4.1595 -3.0460 3.6501 -0.3 -0.1 -0.3
C 4.3807 -4.7955 -3.8352 -0.1 1.1 -0.7
C 2.8943 -4.4495 -4.3329 -0.1 -1.9 1.0
C 1.8686 -5.6218 -4.0171 0.4 -0.5 -1.4
O 1.1866 -5.9462 -5.2479 0.8 0.5 0.7
C 0.0435 -6.7348 -4.9735 0.3 0.2 -0.7
N 2.3489 -3.2203 -3.6764 0.4 -1.0 -0.3
H 2.0693 -3.5427 -2.7610 0.1 0.5 1.4
H 3.0195 -2.4663 -3.7185 0.1 0.4 0.6
H 1.4822 -2.9205 -4.0996 -1.0 0.4 -0.4
H 4.7579 -5.8054 -3.9964 -0.9 -0.2 -0.2
H 4.6664 -4.5545 -2.8113 -1.2 -0.1 0.3
H 5.1339 -4.1891 -4.3382 -0.2 0.3 -0.6
H 2.7781 -4.2416 -5.3966 0.6 -0.4 -0.1
H 1.1342 -5.4809 -3.2240 0.0 0.9 0.1
H 2.3906 -6.5222 -3.6934 0.4 0.1 0.0
H -0.6933 -6.0851 -4.5013 -0.3 -0.3 0.1
H 0.3013 -7.6133 -4.3821 -0.1 0.0 0.4
H -0.2794 -7.1030 -5.9473 -0.3 0.1 0.1
C -1.8655 -4.8082 3.1600 0.5 -0.1 0.7
C -0.9751 -6.0550 3.3780 0.6 1.0 -1.4
C 0.4100 -5.8156 4.0649 -1.8 0.8 0.2
O 0.1019 -5.3644 5.3745 0.3 -0.5 0.4
C 1.2226 -5.4551 6.2482 0.2 -0.3 0.0
N -1.7439 -7.0840 4.1784 -1.1 0.4 -0.4
H -1.1743 -7.7369 4.6974 0.1 -0.2 0.3
H -2.4687 -6.6672 4.7450 0.5 0.9 1.3
H -2.4136 -7.5571 3.5887 0.4 -0.9 -1.0
H -2.0726 -4.4132 4.1545 0.0 0.5 -0.1
H -2.7961 -4.9037 2.6005 -0.1 -0.8 0.0
H -1.3514 -4.0518 2.5669 0.4 -0.1 0.3
H -0.8029 -6.5272 2.4108 0.2 -0.1 0.0
H 0.9769 -5.0052 3.6068 -0.1 -0.3 -0.7
H 0.9677 -6.7511 4.0207 0.3 -0.2 0.3
H 1.2782 -6.4593 6.6684 -0.1 -0.2 0.2
H 1.1797 -4.7366 7.0668 -0.4 0.1 -0.3
H 2.1702 -5.3133 5.7286 0.0 0.3 -0.3
C 5.0345 -2.1295 2.2267 0.7 -0.1 -2.2
C 5.8899 -2.4087 0.9120 -0.6 1.1 1.2
C 6.9532 -3.4377 1.1332 0.3 -0.7 0.3
N 7.5929 -3.9497 -0.1329 0.3 -1.3 -0.7
C 8.3367 -2.8397 -0.9112 -0.3 -0.7 1.3
C 6.5239 -4.6347 -1.0657 0.7 -0.1 -0.4
C 7.2253 -5.8369 -1.7682 1.1 1.3 1.2
C 8.1142 -6.3438 -0.6216 0.2 -0.4 0.3
C 8.5846 -5.0934 0.1935 -0.5 -1.1 -1.0
H 4.3342 -2.9482 2.3917 0.4 -0.2 0.6
H 4.3873 -1.2944 1.9586 0.1 0.2 0.4
H 5.7454 -1.8605 3.0080 -0.6 -0.2 0.4
H 6.3768 -1.4659 0.6629 -0.1 0.1 -0.2
H 5.2158 -2.6404 0.0874 0.1 -0.2 0.0
H 6.5521 -4.2681 1.7142 -0.3 -0.6 -0.6
H 7.7716 -3.1509 1.7936 0.1 0.7 -0.2
H 7.6611 -1.9954 -1.0490 -0.2 -0.2 -0.5
H 8.7560 -3.2631 -1.8239 -0.3 0.1 -0.1
H 9.1419 -2.4946 -0.2626 0.2 -0.1 0.1
H 6.2615 -3.8795 -1.8066 -0.4 0.2 0.2
H 5.6921 -4.9299 -0.4261 0.0 0.0 -0.1
H 7.9068 -5.4181 -2.5086 0.0 0.2 -0.2
H 6.6296 -6.5502 -2.3377 -0.4 0.0 0.7
H 8.9892 -6.9156 -0.9306 0.1 0.2 -0.4
H 7.6238 -7.0501 0.0483 -0.5 0.2 0.0
H 9.5952 -4.8291 -0.1179 -0.2 0.4 0.1
H 8.5847 -5.4139 1.2353 -0.1 0.8 0.1
C 2.0384 5.1648 2.1250 0.5 -0.9 0.3
C 2.5493 3.9692 1.2214 -0.2 1.1 0.1
C 3.7889 3.2049 1.7105 0.6 0.3 0.3
N 4.5271 2.3398 0.6722 1.3 -1.3 1.3
C 3.6223 1.1637 0.2588 -0.3 1.5 -0.7
C 5.8160 1.6754 1.2309 -0.3 1.2 -0.7
C 6.8035 1.5317 0.0385 -0.6 -1.1 1.3
C 6.2564 2.3988 -1.0810 -0.6 -0.1 -0.1
C 5.0845 3.2054 -0.4766 -0.6 -1.4 -0.1
H 2.6457 6.0687 2.1716 0.5 -0.1 -0.8
H 1.9767 4.9247 3.1864 -0.5 -0.6 -0.1
H 1.0621 5.4471 1.7309 0.0 -0.1 0.2
H 2.6860 4.4396 0.2477 0.4 -0.3 -0.1
H 1.7058 3.2945 1.0751 0.1 -0.1 0.2
H 3.5537 2.5907 2.5797 -0.3 -0.4 -0.2
H 4.5900 3.8549 2.0625 -0.1 0.4 -0.1
H 2.8279 1.7001 -0.2602 -0.2 -0.6 -0.5
H 3.1632 0.6240 1.0870 0.4 0.5 0.5
H 4.1476 0.4227 -0.3437 0.1 0.4 -0.3
H 5.5149 0.7632 1.7461 0.3 0.3 0.2
H 6.3242 2.4350 1.8250 -0.6 -0.3 0.8
H 6.9071 0.4872 -0.2556 -0.2 -0.1 -0.3
H 7.7736 1.7586 0.4807 0.1 0.5 -0.6
H 5.8323 1.7574 -1.8535 0.3 0.0 -0.2
H 7.0562 3.0122 -1.4959 -0.4 0.2 -0.2
H 4.1696 3.2699 -1.0655 0.5 0.8 -0.7
H 5.4932 4.1536 -0.1274 -0.7 0.0 0.5
C -6.0784 -0.8687 -4.6753 0.1 1.4 1.3
C -5.0119 0.1264 -5.1485 1.0 0.3 -0.5
C -4.8558 1.3772 -4.2023 -0.9 -0.5 -0.9
N -3.8244 2.4009 -4.6839 1.3 -1.8 -0.2
C -4.1443 2.9556 -6.0772 0.0 -0.2 1.9
C -3.5385 3.4755 -3.6464 0.2 1.0 -0.6
C -2.1393 4.0464 -3.9454 -0.5 -0.7 0.8
C -1.4118 2.7701 -4.3854 0.9 1.1 -1.5
C -2.4550 1.7299 -4.8595 1.3 0.4 1.3
H -6.9080 -0.2438 -4.3445 -0.5 -0.2 -0.2
H -5.6939 -1.2767 -3.7405 -0.1 -0.6 -0.1
H -6.4471 -1.6479 -5.3423 0.5 0.3 -0.2
H -5.1524 0.4260 -6.1871 -0.6 0.3 -0.1
H -4.0521 -0.3849 -5.2219 0.2 -0.1 0.5
H -4.6919 1.0552 -3.1739 0.7 0.2 0.0
H -5.7815 1.9489 -4.1356 -0.2 0.0 -0.2
H -3.4234 3.7702 -6.1464 -0.3 0.0 -0.7
H -5.1893 3.2654 -6.0667 0.2 0.2 -0.2
H -3.9814 2.1405 -6.7823 0.0 0.4 0.0
H -4.3328 4.2139 -3.7557 -0.2 -0.1 0.5
H -3.4590 3.0310 -2.6543 -0.7 -0.4 -0.2
H -2.1208 4.9239 -4.5919 0.0 -0.4 -0.6
H -1.6309 4.3970 -3.0473 -0.3 0.1 0.2
H -0.7296 3.1061 -5.1663 0.0 -0.4 -0.3
H -0.7228 2.4022 -3.6251 -0.5 -0.2 0.2
H -2.2871 1.3768 -5.8769 -0.3 0.1 0.2
H -2.3080 0.9151 -4.1506 -0.8 -0.4 -0.2
C -1.4353 9.2065 -0.8788 0.7 1.4 1.0
C -1.8743 7.8341 -1.2970 -0.7 -0.2 -0.3
C -3.3664 7.5225 -0.9330 0.5 0.3 0.3
N -3.5441 6.4958 0.1976 0.9 -1.0 -0.3
C -3.1799 5.0891 -0.4098 -0.4 0.7 1.0
C -4.9022 6.5116 0.8443 -0.8 0.2 -0.8
C -4.7695 6.0900 2.3137 1.3 -0.9 0.1
C -3.2404 6.1878 2.6637 -0.1 -0.2 -1.4
C -2.6965 6.8549 1.4138 1.2 1.0 -1.1
H -0.5026 9.5663 -1.3132 0.3 -0.7 -0.1
H -1.2928 9.2676 0.2001 0.1 -0.1 0.2
H -2.0544 10.0803 -1.0824 -0.9 -0.4 -0.4
H -1.2063 7.0819 -0.8773 0.0 0.0 0.0
H -1.7226 7.7449 -2.3727 -0.3 -0.2 -0.1
H -3.8887 7.2301 -1.8440 -0.2 -0.7 0.4
H -3.8906 8.4185 -0.6007 0.2 0.1 0.2
H -3.2056 4.3460 0.3872 -0.4 0.1 0.0
H -2.1684 5.0469 -0.8137 0.1 0.6 0.0
H -3.9303 4.8822 -1.1727 0.0 0.0 0.2
H -5.5398 5.8989 0.2070 -0.2 -0.3 0.4
H -5.2934 7.5257 0.7618 0.2 0.1 0.0
H -5.0393 5.0362 2.3837 -0.5 0.2 0.3
H -5.2644 6.7408 3.0346 -0.6 -0.3 -0.5
H -2.7091 5.2389 2.7369 -0.5 -0.2 0.3
H -3.0468 6.7502 3.5772 0.0 0.1 -0.3
H -1.6688 6.6361 1.1239 0.0 -0.2 0.4
H -2.7747 7.9420 1.4283 -0.1 0.1 0.3
N 0.9357 2.2329 4.3508 0.7 -0.1 -1.3
O 1.5705 1.2886 3.8690 1.3 -1.9 -0.5
O 1.2253 2.7062 5.4128 0.6 0.9 2.6
O 0.0814 2.7431 3.6441 -2.4 1.3 -1.4
N -5.2793 2.4843 -0.4725 0.4 -2.1 -1.0
O -5.5788 2.9675 0.6366 0.5 -0.3 0.9
O -5.8304 2.9013 -1.4805 -0.4 1.1 -0.9
O -4.4748 1.4942 -0.6176 -0.6 1.5 1.1
N -4.8655 -2.6383 -0.0147 0.2 -5.7 0.7
O -4.4594 -3.7061 0.4479 2.0 -2.3 1.7
O -5.1481 -2.6490 -1.1512 -1.2 1.9 -5.7
O -5.1127 -1.7806 0.7493 -1.2 6.3 3.7
N 1.7317 -5.4952 -0.3660 -1.1 -0.8 -0.3
O 2.4490 -6.2725 -0.9499 2.2 -1.4 -1.3
O 1.0853 -5.8926 0.5909 -0.8 0.3 1.8
O 1.5629 -4.3609 -0.8320 0.0 2.2 -0.4
N -1.2462 -2.0101 -3.4340 1.4 -1.3 -2.6
O -1.1417 -3.1765 -3.8142 0.8 -2.1 0.1
O -2.3371 -1.5586 -3.2848 -3.0 2.2 1.3
O -0.2213 -1.3069 -3.4341 1.4 1.2 0.8
N -1.4244 -0.6505 5.1405 0.5 1.8 3.9
O -1.1362 -1.6182 4.4980 0.5 -3.0 -3.1
O -0.8473 -0.4615 6.2260 0.4 0.1 0.4
O -2.3175 0.1337 4.8297 -1.5 1.1 -1.6
N 0.9952 4.2702 -2.0592 -2.3 2.4 1.6
O 0.9201 4.8924 -3.0779 0.6 1.0 -4.0
O 0.1860 4.6113 -1.1796 -1.9 -0.1 2.3
O 1.8018 3.4388 -1.8140 3.2 -3.4 0.2

9
Properties=species:S:1:pos:R:3:forces:R:3 method="wB97M-V/def2-TZVPD" homo_ha=-0.3767 smiles="O=CNSC=O" homo_lumo_gap_ev=10.55 lumo_ev=0.297 e_above_lowest_kcal_mol=32.0
O -2.1734 1.1935 1.5591 2.4 -0.9 -1.0
C -1.1375 0.5669 1.2994 -3.3 -0.4 0.0
N -0.9623 -0.2178 0.1760 -2.3 0.9 -0.2
S 0.3997 -1.0587 -0.2797 0.2 0.7 0.0
C 1.2444 0.3670 -0.9768 1.9 -1.5 -0.8
O 2.3318 0.2445 -1.4884 -1.2 0.5 0.6
H -0.4108 0.2880 1.9975 1.7 0.5 1.6
H -1.8229 -0.2142 -0.3844 0.7 -0.2 -0.2
H 0.6656 1.2826 -0.8716 -0.2 0.5 0.0